Entry 1:
The following is a DFT calculation (ωB97M-V/def2-TZVPD) of a single C3H5N5O4S molecule.

For the LUMO energy, the calculation gives -0.01998 Eh. As for the gap between HOMO and LUMO: 10.32 eV. The value obtained for the HOMO energy is -10.9 eV. The value obtained for the maximum force is 0.0969 hartree/bohr. The charge is 0. Its spin multiplicity is 1.

Atoms and positions in Å:
C: -0.497 2.137 1.060
C: 0.426 1.300 0.273
C: -1.940 1.920 1.236
N: 0.177 3.192 1.461
N: 1.559 1.998 0.239
N: 0.001 0.415 -1.679
N: -1.342 -0.748 -3.970
N: 0.157 0.119 -0.470
O: 0.150 -0.989 0.062
O: -1.962 -1.203 -1.547
O: 0.154 -2.201 -2.498
O: 1.393 3.087 0.940
S: -0.822 -1.145 -2.396
H: -2.499 1.764 0.271
H: -2.021 0.889 1.502
H: -2.260 2.755 1.926
H: -0.635 -0.990 -4.691
H: -1.970 0.021 -3.946

Results of the natural (NBO) charge analysis, in e, for atoms 1 through 5:
1. C 0.141
2. C 0.178
3. C -0.678
4. N -0.092
5. N -0.038

---

Entry 2:
The following is a DFT calculation (ωB97M-V/def2-TZVPD) of a gas-phase ion, C5H12NO (charge +1).

For the LUMO energy (spin up / spin down), the calculation gives -0.12496 / -0.15045 Eh. As for the gap between HOMO and LUMO (spin up / spin down): 9.37 / 7.32 eV. The value obtained for the HOMO energy (spin up / spin down) is -12.8 / -11.4 eV. The value obtained for the maximum force is 0.0851 hartree/bohr. The charge is +1. Its spin multiplicity is 1.

Atoms and positions in Å:
C: -0.022 -0.186 -1.087
C: -0.998 -1.246 0.833
C: -1.327 -0.335 -0.411
C: 0.967 0.212 -0.006
C: 2.225 -0.433 0.266
N: -1.686 1.059 0.086
O: 0.874 1.551 0.347
H: 0.365 -1.177 -1.632
H: -0.110 0.570 -1.831
H: -1.841 -0.983 1.554
H: -0.801 -2.306 0.796
H: -2.168 -0.773 -1.065
H: 2.140 -1.403 0.522
H: 2.950 -0.002 0.911
H: 2.976 -0.373 -0.607
H: -1.049 1.306 0.768
H: -2.599 1.108 0.440
H: -1.611 1.685 -0.700
H: 1.718 1.726 0.814

Results of the natural (NBO) charge analysis, in e, for atoms 1 through 5:
1. C -0.513
2. C -0.427
3. C -0.099
4. C 0.424
5. C -0.736

---

Entry 3:
The following is a DFT calculation (ωB97M-V/def2-TZVPD) of 9 unconnected molecules or ions with the total composition C26H55BCl16N3O6PS.

For the LUMO energy, the calculation gives 0.01579 Eh. As for the gap between HOMO and LUMO: 8.78 eV. The value obtained for the HOMO energy is -8.3 eV. The value obtained for the maximum force is 0.0509 hartree/bohr. The charge is 0. Its spin multiplicity is 1. As for the structure (SMILES): COB(O)[C@@]1(CC(N)(N)N)OC(=O)O[C@]1(CCCCO)[PH2]=S.ClCCCl.ClCCCl.ClCCCl.ClCCCl.ClCCCl.ClCCCl.ClCCCl.ClCCCl.

Atoms and positions in Å:
C: 0.939 3.201 -0.114
O: -0.017 2.137 0.028
B: 0.157 1.091 -0.851
O: 1.382 0.483 -0.927
C: -1.011 0.691 -1.896
C: -2.204 1.628 -1.849
C: -3.202 1.316 -0.722
N: -2.483 0.976 0.495
N: -4.039 0.205 -1.058
N: -4.072 2.509 -0.467
O: -0.246 1.021 -3.162
C: 0.411 -0.085 -3.546
O: 1.128 -0.177 -4.536
O: 0.126 -1.091 -2.694
C: -1.220 -0.811 -2.192
C: -1.589 -1.758 -1.087
C: -0.430 -2.126 -0.176
C: -0.965 -2.918 1.029
C: -1.659 -2.085 2.100
O: -3.069 -1.918 1.888
P: -2.312 -1.150 -3.736
S: -3.993 -2.111 -3.538
H: 0.409 4.148 -0.034
H: 1.449 3.165 -1.074
H: 1.672 3.146 0.689
H: 1.845 0.502 -0.084
H: -1.833 2.641 -1.720
H: -2.740 1.621 -2.800
H: -2.050 1.813 0.864
H: -3.173 0.702 1.189
H: -4.733 0.053 -0.330
H: -4.527 0.330 -1.934
H: -3.513 3.348 -0.352
H: -4.685 2.658 -1.260
H: -1.977 -2.670 -1.549
H: -2.400 -1.341 -0.510
H: 0.071 -1.243 0.219
H: 0.295 -2.765 -0.672
H: -0.104 -3.387 1.509
H: -1.627 -3.709 0.691
H: -1.533 -2.557 3.075
H: -1.218 -1.087 2.115
H: -3.366 -2.576 1.255
H: -1.425 -1.866 -4.544
H: -2.431 0.075 -4.397
Cl: -6.150 -0.416 1.336
C: -7.900 -0.130 1.124
C: -8.452 -0.895 -0.049
Cl: -7.832 -0.266 -1.596
H: -8.050 0.937 1.009
H: -8.388 -0.450 2.043
H: -9.535 -0.794 -0.072
H: -8.195 -1.949 0.008
Cl: 2.318 -3.708 -1.598
C: 2.634 -2.180 -2.468
C: 4.100 -1.887 -2.629
Cl: 4.875 -1.493 -1.067
H: 2.134 -1.385 -1.922
H: 2.165 -2.273 -3.444
H: 4.219 -1.015 -3.270
H: 4.640 -2.720 -3.069
Cl: 3.332 2.201 2.200
C: 4.478 2.894 3.381
C: 3.767 3.624 4.487
Cl: 2.968 5.111 3.906
H: 5.153 3.551 2.838
H: 5.050 2.067 3.792
H: 4.487 3.925 5.247
H: 3.009 2.999 4.951
Cl: 8.034 3.631 -3.366
C: 7.378 2.192 -2.535
C: 5.977 2.406 -2.033
Cl: 5.907 3.576 -0.687
H: 8.056 1.940 -1.724
H: 7.391 1.385 -3.261
H: 5.582 1.464 -1.658
H: 5.323 2.770 -2.821
Cl: -12.903 0.366 -0.371
C: -12.616 0.764 1.341
C: -11.923 2.090 1.508
Cl: -10.247 2.043 0.898
H: -12.030 -0.043 1.774
H: -13.586 0.795 1.833
H: -11.873 2.346 2.565
H: -12.444 2.884 0.981
Cl: -1.715 -5.073 4.525
C: -3.462 -5.059 4.168
C: -3.834 -6.100 3.143
Cl: -3.181 -5.697 1.535
H: -3.726 -4.059 3.830
H: -3.980 -5.267 5.102
H: -4.917 -6.147 3.045
H: -3.464 -7.083 3.417
Cl: 10.313 0.102 -7.801
C: 10.415 1.427 -6.612
C: 10.623 0.918 -5.211
Cl: 9.187 0.060 -4.590
H: 9.504 2.013 -6.687
H: 11.260 2.050 -6.900
H: 10.802 1.758 -4.542
H: 11.465 0.235 -5.152
Cl: 6.720 -1.123 4.338
C: 7.906 -0.470 5.494
C: 7.238 0.271 6.620
Cl: 6.467 1.781 6.058
H: 8.588 0.173 4.945
H: 8.464 -1.314 5.896
H: 7.975 0.551 7.371
H: 6.469 -0.334 7.092

Results of the Löwdin charge analysis, in e, for atoms 1 through 5:
1. C -0.041
2. O 0.008
3. B -0.592
4. O 0.179
5. C -0.188

---

Entry 4:
The following is a DFT calculation (ωB97M-V/def2-TZVPD) of a molecular structure, C34H48N3O2OsS2Si.

For the LUMO energy (spin up / spin down), the calculation gives -0.10146 / -0.10143 Eh. As for the gap between HOMO and LUMO (spin up / spin down): 6.00 / 6.03 eV. The value obtained for the HOMO energy (spin up / spin down) is -8.8 / -8.8 eV. The value obtained for the maximum force is 0.0162 hartree/bohr. The charge is +1. Its spin multiplicity is 1.

Atoms and positions in Å:
Os: 0.152 0.541 0.322
C: 1.548 3.160 1.630
N: 1.535 2.570 0.278
C: 1.221 3.655 -0.681
C: 2.890 2.075 -0.034
C: 3.939 2.951 -0.279
C: 5.198 2.478 -0.610
C: 5.391 1.110 -0.731
C: 4.360 0.227 -0.477
C: 3.102 0.692 -0.069
N: 2.023 -0.116 0.234
C: 2.153 -1.441 0.624
C: 3.278 -2.023 1.221
C: 3.280 -3.367 1.553
C: 2.171 -4.162 1.307
C: 1.023 -3.584 0.780
C: 1.002 -2.232 0.485
N: -0.209 -1.541 -0.012
C: -0.308 -1.732 -1.482
C: -1.411 -2.113 0.625
H: 2.215 4.028 1.672
H: 1.906 2.418 2.337
H: 0.539 3.479 1.893
H: 1.925 4.482 -0.574
H: 0.235 4.053 -0.504
H: 1.285 3.268 -1.696
H: 3.786 4.020 -0.221
H: 6.009 3.170 -0.793
H: 6.357 0.723 -1.033
H: 4.518 -0.833 -0.614
H: 4.146 -1.414 1.430
H: 4.160 -3.797 2.014
H: 2.189 -5.219 1.535
H: 0.150 -4.200 0.619
H: -0.483 -2.786 -1.713
H: 0.627 -1.415 -1.943
H: -1.132 -1.130 -1.864
H: -1.512 -3.177 0.403
H: -2.278 -1.610 0.226
H: -1.353 -1.961 1.700
C: -4.630 3.248 -1.517
Si: -3.523 3.940 -0.182
C: -3.117 5.734 -0.510
C: -4.248 3.690 1.534
C: -1.874 2.996 -0.238
H: -5.549 3.831 -1.609
H: -4.921 2.217 -1.303
H: -4.123 3.267 -2.486
H: -4.015 6.356 -0.511
H: -2.637 5.856 -1.484
H: -2.446 6.134 0.254
H: -4.327 4.638 2.070
H: -3.618 3.019 2.124
H: -5.247 3.250 1.496
H: -1.397 3.107 -1.212
H: -1.212 3.422 0.517
C: -10.314 -0.886 2.044
C: -8.855 -0.647 1.766
O: -8.334 0.429 1.730
S: -7.940 -2.188 1.523
C: -6.348 -1.488 1.192
C: -5.580 -0.984 2.237
C: -4.407 -0.306 1.970
C: -3.983 -0.135 0.648
C: -4.722 -0.708 -0.392
C: -5.902 -1.377 -0.120
C: -2.899 0.740 0.336
C: -2.020 1.554 0.077
H: -10.665 -1.824 1.619
H: -10.886 -0.049 1.649
H: -10.453 -0.920 3.126
H: -5.928 -1.098 3.255
H: -3.817 0.106 2.777
H: -4.377 -0.598 -1.413
H: -6.493 -1.794 -0.924
C: 1.008 -2.148 4.111
C: 0.245 -0.931 4.608
S: 0.579 0.491 3.573
O: -0.210 0.160 2.306
C: -0.401 1.740 4.427
C: -1.899 1.492 4.389
H: 0.754 -3.010 4.727
H: 2.085 -1.992 4.166
H: 0.752 -2.380 3.078
H: 0.549 -0.637 5.615
H: -0.835 -1.087 4.586
H: -0.144 2.669 3.920
H: 0.009 1.790 5.438
H: -2.198 1.194 3.383
H: -2.427 2.410 4.643
H: -2.207 0.721 5.093

Results of the Löwdin charge analysis, in e, for atoms 1 through 5:
1. Os 1.199
2. C -0.082
3. N -0.251
4. C -0.075
5. C -0.204

---

Entry 5:
The following is a DFT calculation (ωB97M-V/def2-TZVPD) of a molecular structure, C4H7O3S.

For the LUMO energy, the calculation gives 0.13301 Eh. As for the gap between HOMO and LUMO: 7.32 eV. The value obtained for the HOMO energy is -3.7 eV. The value obtained for the maximum force is 0.0807 hartree/bohr. The charge is -1. Its spin multiplicity is 1.

Atoms and positions in Å:
C: -1.765 -0.735 0.042
C: 2.015 0.173 0.064
C: -0.456 -1.014 0.627
C: 0.565 0.574 -0.160
O: -2.429 0.366 0.456
O: -2.360 -1.454 -0.730
O: 0.106 1.589 0.416
S: 0.190 0.500 -2.041
H: 2.412 0.165 1.040
H: 2.808 0.854 -0.559
H: 1.961 -0.914 -0.340
H: -0.190 -0.726 1.636
H: -0.066 -1.965 0.572
H: -1.961 1.135 0.815
H: -0.829 1.450 -1.839

Results of the natural (NBO) charge analysis, in e, for atoms 1 through 5:
1. C 0.770
2. C -0.686
3. C -0.686
4. C 0.394
5. O -0.745

---

Entry 6:
The following is a DFT calculation (ωB97M-V/def2-TZVPD) of a single C5H9NO2 molecule.

For the LUMO energy, the calculation gives 0.03413 Eh. As for the gap between HOMO and LUMO: 10.16 eV. The value obtained for the HOMO energy is -9.2 eV. The value obtained for the maximum force is 0.1029 hartree/bohr. The charge is 0. Its spin multiplicity is 1. As for the structure (SMILES): CNOC1=C[C@H]1OC.

Atoms and positions in Å:
C: 2.249 0.456 0.469
N: 1.627 -0.287 -0.580
O: 1.130 -1.435 0.090
C: -0.191 -1.511 -0.010
C: -1.290 -2.118 0.197
C: -1.409 -0.807 -0.517
O: -1.920 0.248 0.322
C: -1.583 1.545 -0.149
H: 1.417 0.648 1.340
H: 2.967 -0.112 0.916
H: 2.707 1.447 0.359
H: 2.373 -0.445 -1.230
H: -1.853 -2.715 0.896
H: -1.774 -0.579 -1.460
H: -2.094 2.289 0.511
H: -1.877 1.528 -1.278
H: -0.478 1.847 0.125

Results of the natural (NBO) charge analysis, in e, for atoms 1 through 5:
1. C -0.441
2. N -0.327
3. O -0.346
4. C 0.316
5. C -0.274

---

Q: Among the records above, which one has the lowest charge?
A: C4H7O3S

---

Q: Which value of spin multiplicity does entry 3 give?
A: 1